12
Properties=species:S:1:pos:R:3 method="wB97M-V/def2-TZVPD" homo_lumo_gap_ha=0.3557 total_energy_ev=-9346.124 relative_energy_kcal_mol=119.7
O -0.989 -0.214 -1.948
O -0.143 1.641 1.170
O 1.391 -0.495 1.003
C -0.157 0.165 -0.866
C -0.756 0.692 0.520
C -0.060 -0.649 0.537
H 1.811 -0.978 0.134
H -0.505 -1.657 0.920
H -1.845 0.475 0.883
H -0.685 -1.075 -2.246
H 0.828 0.544 -1.109
H 1.110 1.550 1.002